Arrangement i

11
Properties=species:S:1:pos:R:3:lowdin_charge:R:1 method="wB97M-V/def2-TZVPD" smiles="NNC(=S)C(=O)S" lumo_ev=-0.7 homo_lumo_gap_ha=0.3148
S -1.890 -0.246 -1.423 0.81
S 1.442 -0.593 -0.896 0.69
O -1.733 0.717 1.009 0.00
N 2.085 0.413 1.946 0.03
N 0.818 0.417 1.440 -0.12
C -1.087 0.242 0.100 -0.75
C 0.448 0.017 0.259 -0.81
H 2.732 0.808 1.233 0.09
H -0.719 -0.715 -1.965 -0.17
H 2.406 -0.570 1.811 0.09
H 0.131 0.788 2.090 0.15

=====

Arrangement ii

11
Properties=species:S:1:pos:R:3:lowdin_charge:R:1 method="wB97M-V/def2-TZVPD" smiles="ONC1=NSCS1" lumo_ev=0.5 homo_lumo_gap_ha=0.3241
S -1.035 0.505 1.736 0.80
S 0.113 -1.586 0.042 0.90
O -0.007 1.567 -2.307 -0.04
N 0.220 0.249 -1.869 -0.08
N -0.571 0.996 0.186 -0.34
C -0.063 -1.076 1.763 -0.74
C -0.113 0.048 -0.548 -0.81
H 0.953 -0.905 2.182 0.04
H 0.016 2.149 -1.516 0.09
H 1.132 -0.215 -2.095 0.15
H -0.644 -1.732 2.427 0.04

=====

Arrangement iii

11
Properties=species:S:1:pos:R:3:lowdin_charge:R:1 method="wB97M-V/def2-TZVPD" lumo_ev=-2.3 homo_lumo_gap_ha=0.2487
S 2.099 -1.541 -0.121 0.55
S -0.880 -1.224 0.362 0.82
O -3.453 -1.391 -0.262 -0.02
N 1.446 -0.007 -0.426 -0.52
N -0.334 1.511 0.199 0.04
C 0.117 0.295 0.090 -0.80
C -2.655 -0.514 -0.140 -0.43
H -2.789 0.629 -0.293 0.12
H 0.546 2.156 -0.115 0.11
H 3.747 -0.586 1.327 0.07
H 2.156 0.672 -0.622 0.05

=====

The structure with the least stability is arrangement iii.

=====

Arrangement i

47
Properties=species:S:1:pos:R:3:lowdin_charge:R:1 method="wB97M-V/def2-TZVPD" charge=-1 lumo_ev=2.3 homo_lumo_gap_ha=0.3150
O -0.946 2.043 1.160 -0.21
O -0.351 -1.306 0.993 -0.13
O 1.170 0.249 2.399 -0.10
O 3.358 0.569 0.814 -0.10
O -4.769 1.548 0.634 -0.10
O -2.125 0.401 0.071 -0.20
O -1.920 2.475 -2.417 -0.08
O -4.620 0.633 -2.806 -0.07
O 3.218 -1.892 3.087 -0.07
O -1.424 0.423 -2.240 -0.08
O 3.515 -3.935 -0.773 -0.10
O 4.846 -1.651 0.114 -0.10
O -2.913 3.593 0.765 -0.11
O 1.993 -3.945 1.877 -0.05
O 0.876 -0.815 -1.345 0.00
O 0.423 1.695 -1.288 -0.10
H 4.104 -3.223 -0.388 0.01
H -1.966 1.534 -2.360 -0.18
H 2.597 0.354 1.420 0.01
H -1.179 -0.770 0.799 0.03
H -5.161 1.315 1.500 0.05
H 0.547 -0.463 2.054 0.02
H 0.175 2.408 -1.917 0.07
H 1.105 -3.743 1.536 0.06
H -2.854 3.782 -0.178 0.03
H 4.080 -4.253 -1.513 0.06
H 2.677 -1.098 2.934 0.00
H 1.678 -0.328 -1.212 0.06
H -3.020 0.467 0.362 0.00
H 2.458 -4.175 1.058 0.02
H 2.903 1.109 0.120 0.06
H -4.994 1.251 -2.174 0.02
H -2.616 2.850 -3.021 0.07
H 0.287 -1.234 0.175 0.06
H -1.427 1.053 0.811 -0.03
H 1.137 -1.684 -1.512 0.05
H -2.128 3.021 0.986 -0.03
H -0.263 0.998 -1.405 -0.03
H -0.574 -0.010 -2.420 0.08
H -1.764 0.113 -1.327 0.04
H 2.576 -2.545 2.813 -0.03
H 0.586 0.985 2.283 0.01
H -3.687 0.419 -2.584 0.02
H 4.644 -0.690 0.148 0.03
H 4.309 -2.001 0.875 0.04
H -4.209 2.356 0.724 0.00
H -0.353 2.121 0.367 0.02

=====

Arrangement ii

47
Properties=species:S:1:pos:R:3:lowdin_charge:R:1 method="wB97M-V/def2-TZVPD" charge=-1 lumo_ev=2.4 homo_lumo_gap_ha=0.3414
O 3.558 -0.511 1.047 -0.08
O -0.839 -1.003 2.132 -0.31
O 1.737 0.131 -0.762 -0.10
O -0.794 1.046 -0.318 -0.06
O 4.469 -0.722 -1.774 -0.05
O -0.623 -1.071 -4.542 -0.09
O -4.620 1.576 -0.094 -0.06
O 2.522 -3.548 -0.025 -0.04
O -3.290 -0.181 1.891 -0.10
O -2.006 -0.959 -2.231 -0.05
O -1.866 3.438 -0.602 -0.10
O -6.080 -0.801 0.325 -0.07
O 4.354 2.071 -0.429 -0.05
O 1.770 2.447 1.859 -0.10
O 0.254 -1.807 -0.141 -0.06
O 0.532 0.706 3.269 -0.18
H -3.721 1.679 -0.421 0.01
H 0.953 1.916 1.842 0.00
H -6.244 -0.616 -0.602 0.03
H -1.062 -1.577 2.865 0.01
H -2.137 3.319 -1.520 0.03
H -0.991 0.490 0.444 0.04
H 3.459 1.717 -0.442 0.01
H -1.324 -1.580 -1.962 0.03
H -2.327 -0.487 1.865 -0.02
H 4.884 -1.584 -1.772 0.04
H -0.005 -0.083 2.762 -0.02
H -1.324 -1.206 -5.186 0.02
H 1.820 2.466 2.817 0.01
H 4.169 0.130 0.649 0.01
H 4.367 2.984 -0.125 0.05
H 4.068 -0.396 -0.969 -0.04
H 3.320 -4.072 0.042 0.05
H 0.092 0.925 -0.718 0.04
H -0.174 -1.758 0.754 0.04
H -5.174 -0.514 0.477 -0.02
H 2.718 -0.386 0.554 -0.01
H 1.131 -0.679 -0.659 0.01
H 2.732 -2.638 0.214 0.02
H -1.824 -0.104 -1.815 0.03
H -3.441 0.570 2.473 0.04
H -0.999 -1.128 -3.638 -0.03
H 1.851 0.310 -1.709 0.09
H 1.223 0.304 3.801 0.02
H -4.631 0.990 0.654 -0.03
H 0.991 -2.453 -0.117 0.03
H -1.476 2.652 -0.156 0.00

=====

The structure with the least stability is arrangement i.

=====

Arrangement i

30
Properties=species:S:1:pos:R:3:lowdin_charge:R:1 method="wB97M-V/def2-TZVPD" charge=+1 lumo_ev="-2.7 / -4.8" homo_lumo_gap_ha="0.3543 / 0.1698"
O -0.017 0.224 3.125 -0.14
N 0.918 -0.634 -1.600 -0.42
N 1.272 0.292 3.761 0.07
C -2.105 2.197 1.100 0.05
C 0.893 -2.114 -2.063 0.06
C -2.498 -0.176 2.145 -0.03
C 2.186 -0.009 -1.899 -0.05
C -0.186 0.057 -2.433 0.05
C 0.534 -0.499 -0.255 0.05
C -1.755 1.188 1.964 -0.34
C -0.418 1.218 2.401 -0.16
H 0.212 2.020 2.252 0.11
H -2.480 -0.424 3.261 0.10
H 1.322 -0.491 0.512 0.10
H 2.440 -0.088 -2.989 0.13
H 1.409 -0.651 4.170 0.10
H -1.893 -0.840 1.509 0.06
H -3.617 -0.013 1.941 0.11
H 2.224 1.028 -1.700 0.10
H -3.169 2.314 0.775 0.09
H 0.110 -2.509 -1.380 0.11
H -0.272 -1.093 -0.076 0.04
H -0.520 0.977 -1.914 0.13
H 3.125 -0.367 -1.453 0.12
H -1.428 2.982 1.199 0.04
H 0.742 -2.141 -3.078 0.07
H 1.924 -2.591 -1.737 0.16
H 0.141 0.262 -3.411 0.10
H 1.184 1.069 4.541 0.15
H -0.971 -0.563 -2.304 0.07

=====

Arrangement ii

30
Properties=species:S:1:pos:R:3:lowdin_charge:R:1 method="wB97M-V/def2-TZVPD" charge=+1 lumo_ev=-2.7 homo_lumo_gap_ha=0.3598
O 1.858 -0.369 -0.770 -0.09
N -0.487 0.078 -0.901 -0.05
N 0.400 -0.285 1.547 -0.07
C -0.056 -1.411 2.338 -0.11
C 0.640 -0.784 -0.387 -0.35
C 0.484 -2.273 -0.559 0.01
C -0.610 1.282 0.060 -0.27
C -0.568 0.708 1.455 -0.24
C -2.005 1.850 -0.132 -0.05
C 2.647 0.700 -0.134 0.02
C -0.431 0.420 -2.324 0.04
H 0.620 -2.676 -1.540 0.09
H -0.525 -2.637 -0.173 0.12
H -1.081 -1.708 2.174 0.07
H -2.809 1.008 -0.029 0.13
H 2.901 1.373 -0.856 0.05
H -1.547 0.243 1.595 0.12
H 2.013 1.159 0.677 0.10
H 0.144 1.972 -0.286 0.15
H 0.637 0.653 -2.667 0.15
H 0.532 -2.361 2.013 0.10
H -0.543 -0.530 -2.817 0.11
H 3.617 0.265 0.169 0.11
H 1.336 -2.674 0.035 0.11
H -2.468 2.669 0.453 0.11
H -1.178 1.120 -2.506 0.07
H -0.447 1.493 2.164 0.14
H -2.046 2.289 -1.179 0.09
H 0.309 -1.062 3.346 0.12
H -1.338 -0.511 -0.765 0.19

=====

Arrangement iii

30
Properties=species:S:1:pos:R:3:lowdin_charge:R:1 method="wB97M-V/def2-TZVPD" smiles="C=C(OC)[N@H+](C)[C@@H](C)CNC" charge=+1 lumo_ev=-3.0 homo_lumo_gap_ha=0.3577
O -0.012 2.194 0.527 -0.09
N 1.720 -1.127 -0.410 -0.08
N -1.269 0.505 -0.442 -0.01
C -0.816 -0.702 0.246 -0.26
C 2.443 -2.134 0.393 -0.09
C 0.415 1.827 -1.658 0.15
C 0.333 -1.557 -0.593 -0.12
C -1.937 -1.677 0.475 -0.03
C -0.061 1.378 -0.516 -0.40
C -2.435 1.282 0.269 0.08
C 1.345 2.399 0.933 -0.02
H -2.295 -2.252 -0.316 0.09
H 0.104 -1.562 -1.693 0.15
H -2.745 2.208 -0.341 0.15
H -3.233 0.630 0.505 0.07
H -0.406 -0.407 1.175 0.15
H 1.805 -0.955 -1.263 -0.01
H 0.254 -2.521 -0.041 0.11
H -1.985 1.629 1.222 0.12
H 2.014 1.770 0.381 0.08
H 0.581 1.149 -2.448 0.08
H 3.566 -2.041 -0.032 0.13
H 1.546 3.514 0.768 0.13
H 1.182 2.505 -1.562 0.07
H 2.473 -1.771 1.401 0.06
H -1.801 -2.402 1.212 0.09
H -2.751 -1.132 0.798 0.04
H 2.182 -3.208 0.348 0.08
H 1.397 2.236 2.003 0.10
H -1.613 0.223 -1.342 0.18

=====

The structure with the least stability is arrangement i.

=====

Arrangement i

14
Properties=species:S:1:pos:R:3:lowdin_charge:R:1 method="wB97M-V/def2-TZVPD" charge=-2 lumo_ev=6.1 homo_lumo_gap_ha=0.2112
S -1.523 2.115 2.742 -0.08
O 0.154 -0.197 -1.804 -0.23
O 1.816 -1.447 -3.021 -0.39
C 0.006 -0.446 -0.433 -0.39
C -0.528 0.812 1.918 -0.82
C -0.985 0.444 0.441 -0.28
H 0.540 1.304 1.922 0.05
H -0.298 -1.440 -0.270 0.06
H -0.734 0.031 2.649 -0.02
H 1.000 -0.824 -2.243 -0.05
H -1.077 1.494 -0.135 0.12
H -1.898 -0.162 0.502 0.07
H 2.553 -1.414 -2.459 -0.14
H 0.974 -0.270 0.191 0.10

=====

Arrangement ii

14
Properties=species:S:1:pos:R:3:lowdin_charge:R:1 method="wB97M-V/def2-TZVPD" charge=-2 lumo_ev=6.0 homo_lumo_gap_ha=0.2098
S 0.999 -0.491 3.092 -0.13
O 0.069 0.499 -2.197 -0.31
O -1.830 0.199 -3.770 -0.35
C 0.057 -0.506 1.467 -0.79
C 0.628 0.193 0.105 -0.28
C -0.506 0.576 -0.870 -0.38
H -0.882 0.484 -2.953 -0.01
H -0.969 -0.144 1.766 0.01
H -1.299 -0.202 -4.369 -0.16
H 1.366 1.029 0.209 0.07
H -0.347 -1.472 1.156 0.01
H -1.326 -0.114 -0.695 0.08
H -0.895 1.712 -0.699 0.12
H 1.376 -0.601 -0.369 0.11

=====

The structure with the least stability is arrangement ii.

=====

Arrangement i

13
Properties=species:S:1:pos:R:3:lowdin_charge:R:1 method="wB97M-V/def2-TZVPD" smiles="O=C1NSCOCO1" lumo_ev=0.6 homo_lumo_gap_ha=0.3639
S -0.928 -1.514 -0.338 0.95
O 1.043 0.991 -0.048 0.05
O -1.294 1.109 0.143 -0.13
O 2.740 -0.390 0.294 0.11
N 0.786 -1.354 -0.259 -0.24
C -1.385 -0.158 0.751 -0.46
C 1.584 -0.244 0.001 -0.61
C -0.197 1.266 -0.691 -0.23
H -2.439 -0.296 1.028 0.10
H -0.134 2.337 -0.955 0.15
H -0.297 0.649 -1.584 0.11
H 1.281 -2.202 0.009 0.10
H -0.760 -0.194 1.649 0.10

=====

Arrangement ii

13
Properties=species:S:1:pos:R:3:lowdin_charge:R:1 method="wB97M-V/def2-TZVPD" smiles="O=CNSCC(=O)O" lumo_ev=0.3 homo_lumo_gap_ha=0.3752
S -0.530 -1.203 -0.360 0.93
O 2.145 1.541 -0.019 0.13
O -2.445 1.021 -0.549 0.03
O 2.253 -0.502 0.777 0.09
N -1.320 -0.393 0.898 -0.30
C 0.739 -0.117 -1.014 -0.39
C -2.133 0.724 0.580 -0.37
C 1.751 0.413 -0.037 -0.63
H -0.935 -0.447 1.782 0.05
H 1.249 -0.680 -1.839 0.12
H -2.446 1.200 1.549 0.14
H 1.850 -1.400 0.683 0.10
H 0.231 0.719 -1.545 0.10

=====

Arrangement iii

13
Properties=species:S:1:pos:R:3:lowdin_charge:R:1 method="wB97M-V/def2-TZVPD" lumo_ev=-1.5 homo_lumo_gap_ha=0.2876
S -0.817 -1.860 -0.050 1.05
O -1.055 0.972 0.961 -0.16
O 2.317 0.575 -0.630 -0.11
O 1.481 -1.816 0.766 0.04
N -1.819 0.621 -0.126 -0.09
C 1.034 0.204 -0.422 -0.40
C 0.747 -1.167 0.133 -0.78
C -1.881 -0.582 -0.536 -0.49
H 0.639 0.092 -1.411 0.12
H -2.777 -0.721 -1.240 0.11
H 0.411 0.933 0.377 0.14
H -1.092 2.044 1.162 0.22
H 2.811 0.705 1.015 0.36

=====

Arrangement iv

13
Properties=species:S:1:pos:R:3:lowdin_charge:R:1 method="wB97M-V/def2-TZVPD" lumo_ev=-0.7 homo_lumo_gap_ha=0.3356
S -0.640 0.359 1.245 0.90
O 0.092 2.518 -1.057 -0.13
O 0.143 -2.055 -1.831 0.14
O 0.106 -2.607 0.376 0.08
N 0.784 1.157 0.620 -0.41
C -0.025 -1.766 -0.694 -0.57
C 0.980 2.400 -0.036 -0.30
C -0.778 -0.512 -0.261 -0.46
H 1.640 1.296 1.761 0.24
H 1.839 3.435 0.472 0.22
H -0.632 0.423 -0.970 0.10
H -0.018 -1.898 1.067 0.06
H -1.869 -0.680 -0.551 0.13

=====

The structure with the least stability is arrangement iii.

=====

Arrangement i

16
Properties=species:S:1:pos:R:3:lowdin_charge:R:1 method="wB97M-V/def2-TZVPD" charge=-1 lumo_ev=4.2 homo_lumo_gap_ha=0.2513
S -1.925 1.107 0.369 -0.11
C 0.018 -1.680 -0.128 -0.13
C 1.337 0.109 1.061 -0.13
C 1.231 -0.760 -0.187 -0.51
C 1.179 0.089 -1.457 -0.12
H 2.256 0.701 1.064 0.06
H 1.082 -0.561 -2.335 0.06
H 0.464 0.769 1.165 -0.02
H -0.067 -2.321 -1.013 0.06
H 2.097 0.669 -1.599 0.06
H 2.121 -1.395 -0.277 0.11
H -2.429 2.339 0.180 -0.46
H 0.319 0.759 -1.434 0.03
H -0.913 -1.103 -0.073 -0.03
H 0.036 -2.350 0.738 0.07
H 1.355 -0.530 1.950 0.06

=====

Arrangement ii

16
Properties=species:S:1:pos:R:3:lowdin_charge:R:1 method="wB97M-V/def2-TZVPD" charge=-1 lumo_ev=3.3 homo_lumo_gap_ha=0.1943
S 4.419 -1.156 -0.328 -0.11
C -2.000 0.622 -0.193 -0.34
C 2.985 -0.968 0.798 -0.79
C -0.744 1.038 0.557 -0.13
C -1.683 -0.269 -1.369 -0.13
H -0.780 1.936 1.173 0.06
H 2.904 0.085 1.092 -0.03
H 2.057 -1.221 0.281 -0.04
H -2.639 0.131 0.535 0.09
H -1.213 -1.199 -1.035 0.08
H 0.180 1.083 -0.025 0.07
H 3.048 -1.571 1.703 -0.03
H -2.557 1.524 -0.476 0.09
H -0.482 0.267 1.278 0.07
H -2.554 -0.511 -1.974 0.06
H -0.942 0.209 -2.017 0.07

=====

The structure with the least stability is arrangement ii.

=====

Arrangement i

23
Properties=species:S:1:pos:R:3:lowdin_charge:R:1 method="wB97M-V/def2-TZVPD" charge=-1 lumo_ev=3.5 homo_lumo_gap_ha=0.2139
O 2.572 -0.885 -0.269 -0.32
O -2.716 1.984 -0.670 -0.08
C 2.615 0.044 0.638 -0.54
C 1.048 0.595 1.021 -0.17
C 0.011 -0.428 0.578 -0.39
C -1.139 -1.389 -1.554 -0.09
C -0.222 -0.319 -0.919 -0.26
C -1.287 -0.070 1.347 -0.10
H -1.322 -1.181 -2.573 0.04
H -0.677 0.666 -1.184 0.08
H 3.292 0.988 0.611 0.07
H 0.798 -0.258 -1.312 0.10
H 1.047 1.442 0.306 0.09
H 0.407 -1.415 0.867 0.14
H -1.847 1.543 -0.610 -0.01
H -2.901 1.832 -1.602 0.03
H 1.048 0.887 2.044 0.07
H -2.127 -1.568 -1.034 0.08
H -2.132 0.169 0.732 0.02
H -1.302 0.841 2.005 0.08
H -1.642 -0.812 2.078 0.06
H 2.912 -0.312 1.663 0.05
H -0.543 -2.267 -1.267 0.08

=====

Arrangement ii

23
Properties=species:S:1:pos:R:3:lowdin_charge:R:1 method="wB97M-V/def2-TZVPD" charge=-1 lumo_ev=3.3 homo_lumo_gap_ha=0.2001
O 1.110 -2.943 1.470 -0.05
O -2.878 1.536 1.206 -0.38
C 0.894 0.670 -2.192 -0.22
C -1.190 0.016 0.421 -0.27
C 2.072 -0.368 -2.340 -0.13
C -1.693 0.986 1.505 -0.60
C 0.314 -0.122 0.308 -0.27
C 0.857 1.078 -0.599 -0.19
H -0.923 1.838 1.590 0.08
H 0.381 -3.492 1.248 0.01
H 0.857 -2.508 2.287 0.04
H -1.701 0.419 2.536 0.08
H -0.040 1.874 -0.373 0.14
H -0.063 0.111 -2.461 0.11
H 0.861 -0.098 1.356 0.13
H 1.846 1.346 -0.266 0.07
H -1.669 -0.905 0.493 0.06
H 1.803 -1.256 -1.781 0.04
H 2.363 -0.759 -3.277 0.03
H 3.036 0.032 -1.897 0.08
H 0.934 1.552 -2.783 0.06
H -1.530 0.652 -0.497 0.12
H 0.459 -1.116 -0.201 0.07

=====

The structure with the least stability is arrangement ii.

=====

Arrangement i

17
Properties=species:S:1:pos:R:3:lowdin_charge:R:1 method="wB97M-V/def2-TZVPD" lumo_ev=-0.5 homo_lumo_gap_ha=0.2797
Si -2.853 -0.329 -0.732 0.52
Si -0.076 1.099 -0.709 0.46
Si 1.632 -0.580 -0.816 0.39
C -0.698 1.842 0.941 -0.40
C 2.280 -1.274 0.829 -0.37
H -2.670 -0.981 0.720 -0.10
H 1.462 -1.611 1.547 0.02
H -4.140 0.368 -1.113 -0.15
H -1.201 2.776 0.688 0.00
H 3.128 -0.927 1.432 0.00
H 0.049 2.001 1.768 0.03
H -2.611 -1.493 -1.586 -0.19
H 3.030 -0.344 -1.473 -0.06
H 2.778 -2.293 0.372 0.06
H -1.576 1.272 1.339 -0.03
H 0.371 2.224 -1.667 -0.10
H 1.096 -1.749 -1.539 -0.09

=====

Arrangement ii

17
Properties=species:S:1:pos:R:3:lowdin_charge:R:1 method="wB97M-V/def2-TZVPD" lumo_ev="-1.0 / -1.0" homo_lumo_gap_ha="0.2555 / 0.2519"
Si -2.319 1.157 1.268 0.35
Si 1.566 0.997 -1.161 0.59
Si -0.943 -0.580 1.405 0.41
C 3.299 0.380 -1.231 -0.41
C -1.349 -1.960 0.223 -0.38
H -1.402 -1.355 2.685 -0.07
H -2.255 2.019 0.052 -0.11
H 4.153 0.712 -0.555 0.04
H 1.349 2.477 -1.214 -0.13
H -1.868 2.006 2.350 -0.14
H 3.814 0.518 -2.166 0.00
H -3.606 0.787 1.933 -0.11
H 0.928 0.444 -2.503 -0.08
H -2.386 -2.281 0.430 0.03
H -0.990 -2.889 0.484 -0.02
H -1.247 -1.678 -0.779 -0.01
H 3.255 -0.755 -1.222 0.03

=====

The structure with the least stability is arrangement ii.